C25H35As3F9MnN2O3S3 as an isolated structure at a distorted geometry, computed with ωB97M-V with the def2-TZVPD basis set.

energy above the lowest of the compared OMol25 structures with the same formula, charge and spin: 0.0 kJ/mol
net charge: -1
frontier orbital gap (spin up / spin down): 7.47 / 7.55 eV
E_tot: -11260.7272 a.u.
LUMO (spin up / spin down): 2.301 / 2.299 eV
2S+1: 6

Last column: Löwdin charge in e.
Positions of all 81 atoms, in Å:
1 Mn 11.328 14.438 7.273  0.498
2 C 15.429 13.511 8.180  -0.300
3 As 14.361 14.265 6.705  1.131
4 C 14.907 12.867 5.345  -0.299
5 C 15.555 15.668 6.001  -0.373
6 C 15.282 17.180 6.183  -0.687
7 C 16.335 17.898 5.336  -0.100
8 C 13.877 17.601 5.647  -0.317
9 As 12.131 16.970 6.448  1.107
10 C 11.037 17.808 5.069  -0.308
11 C 11.679 18.296 7.803  -0.328
12 C 15.565 17.519 7.668  -0.380
13 As 15.501 19.402 8.326  1.098
14 C 16.243 18.943 10.083  -0.359
15 C 17.329 19.996 7.751  -0.357
16 H 16.432 13.219 7.812  0.026
17 H 14.890 12.635 8.536  0.010
18 H 15.531 14.212 9.030  0.026
19 H 16.000 12.864 5.308  0.012
20 H 14.447 13.077 4.368  0.017
21 H 14.537 11.895 5.745  0.014
22 H 15.480 15.458 4.916  0.072
23 H 16.582 15.495 6.324  0.075
24 H 16.275 17.655 4.278  0.076
25 H 17.378 17.734 5.713  0.095
26 H 16.138 19.007 5.351  0.079
27 H 13.829 17.298 4.592  0.074
28 H 13.851 18.714 5.690  0.069
29 H 11.273 18.866 5.019  0.026
30 H 10.002 17.612 5.281  0.010
31 H 11.333 17.264 4.174  0.017
32 H 11.875 19.386 7.570  0.039
33 H 12.278 18.028 8.688  0.000
34 H 10.574 18.162 7.991  0.038
35 H 16.613 17.192 7.883  0.078
36 H 14.896 16.897 8.310  0.062
37 H 15.697 18.183 10.665  0.033
38 H 16.292 19.827 10.689  0.002
39 H 17.241 18.538 9.943  0.015
40 H 17.409 20.568 6.814  0.015
41 H 17.941 19.090 7.794  0.012
42 H 17.691 20.656 8.527  0.000
43 F 11.162 14.005 11.731  0.141
44 C 12.452 14.070 11.334  -0.545
45 F 13.041 14.953 12.122  0.156
46 F 12.976 12.854 11.589  0.130
47 C 12.521 14.467 9.843  -0.578
48 O 11.988 13.657 9.059  -0.112
49 O 13.118 15.530 9.563  -0.021
50 C 7.677 15.756 7.129  0.001
51 C 8.314 14.880 8.210  -0.479
52 O 9.655 15.047 8.303  -0.237
53 C 7.628 15.188 9.527  -0.603
54 F 7.747 14.246 10.472  0.159
55 F 6.298 15.304 9.318  0.112
56 F 8.016 16.321 10.065  0.181
57 C 8.006 13.335 7.948  -0.552
58 F 8.033 12.984 6.631  0.084
59 F 6.792 13.037 8.372  0.162
60 F 8.893 12.540 8.553  0.153
61 H 7.941 16.790 7.316  0.080
62 H 6.586 15.789 7.041  0.085
63 H 8.030 15.440 6.097  0.104
64 S 10.584 7.861 6.449  0.509
65 C 10.927 9.497 6.360  -1.122
66 S 10.056 10.543 5.324  0.982
67 C 11.046 11.889 5.794  -1.157
68 N 11.911 11.585 6.742  0.017
69 N 11.844 10.228 7.043  -0.141
70 C 12.641 9.778 8.147  -0.227
71 C 13.404 8.676 7.972  -0.068
72 C 14.107 8.124 9.041  -0.064
73 C 14.090 8.806 10.277  -0.092
74 C 13.316 9.940 10.434  -0.086
75 C 12.528 10.441 9.384  0.023
76 S 10.847 13.407 5.067  0.509
77 H 13.472 8.141 7.039  0.099
78 H 14.611 7.217 8.909  0.079
79 H 14.604 8.350 11.140  0.103
80 H 13.266 10.384 11.426  0.095
81 H 11.885 11.316 9.517  0.105

=====

C25H35BrN8O5Pb as an isolated structure at a distorted geometry, computed with ωB97M-V with the def2-TZVPD basis set.

energy above the lowest of the compared OMol25 structures with the same formula, charge and spin: 233.6 kJ/mol
frontier orbital gap (spin up / spin down): 7.37 / 6.28 eV
E_tot: -4554.6284 a.u.
LUMO (spin up / spin down): 0.395 / 0.508 eV

Last column: Löwdin charge in e.
Positions of all 75 atoms, in Å:
1 Pb -0.682 -0.239 0.071  1.298
2 O -0.944 -2.271 5.044  0.104
3 C -0.456 -1.641 3.954  -0.457
4 O -0.252 -2.216 2.919  0.072
5 C -0.185 -0.186 4.210  -0.206
6 C -0.392 0.354 5.475  -0.014
7 C -0.064 1.704 5.660  -0.069
8 C 0.442 2.423 4.617  -0.012
9 C 0.603 1.790 3.341  -0.199
10 N 0.274 0.482 3.166  0.097
11 C 1.159 2.468 2.247  -0.424
12 O 1.667 3.706 2.394  0.111
13 O 1.274 2.004 1.071  0.039
14 H -1.102 -3.188 4.776  0.128
15 H -0.780 -0.251 6.277  0.105
16 H -0.203 2.173 6.625  0.107
17 H 0.694 3.464 4.773  0.101
18 H 1.575 3.996 3.307  0.085
19 C -0.315 6.932 -0.375  -0.053
20 C -1.139 5.689 -0.569  -0.261
21 C -2.428 5.722 -1.075  -0.043
22 C -3.115 4.534 -1.254  -0.057
23 C -2.488 3.341 -0.936  -0.155
24 Br -3.956 -0.051 -0.774  -0.043
25 N -1.254 3.282 -0.403  0.078
26 C -0.620 4.441 -0.233  -0.099
27 H -0.867 7.819 -0.685  0.072
28 H 0.607 6.889 -0.957  0.081
29 H -0.034 7.060 0.672  0.080
30 H -2.890 6.669 -1.333  0.111
31 H -4.135 4.528 -1.615  0.104
32 H 0.377 4.388 0.171  0.103
33 C 3.804 -3.767 -1.416  -0.060
34 N 3.668 -2.992 -0.188  -0.078
35 C 4.935 -2.408 0.264  -0.143
36 C 4.500 -1.420 1.338  -0.120
37 N 3.147 -1.098 0.901  -0.084
38 C 2.307 -0.368 1.756  0.037
39 C 2.630 -2.102 0.117  -0.364
40 N 1.396 -2.090 -0.173  0.057
41 C 0.841 -3.307 -0.749  -0.223
42 C -0.657 -3.292 -1.047  -0.232
43 N -1.068 -2.067 -1.712  0.002
44 C -1.919 -2.008 -2.656  -0.384
45 N -2.662 -2.932 -3.345  -0.068
46 C -2.489 -4.368 -3.397  -0.045
47 C -3.297 -2.317 -4.509  -0.128
48 C -3.322 -0.846 -4.136  -0.139
49 N -2.227 -0.739 -3.174  -0.196
50 C -1.966 0.372 -2.448  -0.186
51 H 4.823 -4.147 -1.443  0.084
52 H 3.646 -3.155 -2.311  0.099
53 H 3.140 -4.627 -1.446  0.075
54 H 5.446 -1.901 -0.564  0.125
55 H 5.592 -3.185 0.656  0.120
56 H 5.113 -0.522 1.393  0.124
57 H 4.474 -1.894 2.324  0.123
58 H 2.787 0.477 2.239  0.085
59 H 1.559 -0.888 2.347  0.046
60 H 1.107 1.540 0.190  -0.021
61 H 1.019 -4.151 -0.070  0.127
62 H 1.319 -3.536 -1.707  0.096
63 H -1.255 -3.447 -0.142  0.120
64 H -0.779 -4.178 -1.666  0.083
65 H -2.644 -4.829 -2.425  0.088
66 H -1.512 -4.664 -3.792  0.095
67 H -3.251 -4.761 -4.068  0.088
68 H -4.298 -2.725 -4.647  0.124
69 H -2.713 -2.510 -5.417  0.125
70 H -4.248 -0.584 -3.619  0.087
71 H -3.162 -0.175 -4.976  0.125
72 H -2.377 1.208 -3.033  0.033
73 H 0.284 1.396 -1.563  -0.038
74 H -2.910 2.372 -1.227  -0.001
75 O 0.843 0.821 -1.021  -0.447

=====

A 4-piece molecular cluster, C25H35ClN2O3 overall at a distorted geometry, computed with ωB97M-V with the def2-TZVPD basis set.

SMILES: C#CCCCc1cnc2cccc(CCCCl)c2n1.CC(C)=O.CC(C)=O.CC(C)=O
frontier orbital gap: 7.00 eV
E_tot: -1768.3848 a.u.
LUMO: -0.824 eV

Last column: Löwdin charge in e.
Positions of all 66 atoms, in Å:
1 C 3.786 -0.930 1.135  0.041
2 C 3.513 -0.717 -0.224  -0.100
3 C 3.083 -0.309 -1.759  -0.210
4 C 1.461 0.072 -1.903  -0.178
5 C 1.300 1.601 -2.481  -0.166
6 C 0.224 2.528 -1.601  -0.146
7 C 0.832 3.753 -0.719  -0.036
8 N 0.045 4.730 0.108  0.035
9 C -1.417 4.402 -0.009  -0.158
10 C -2.471 5.410 0.800  -0.024
11 C -4.102 5.237 0.817  -0.080
12 C -4.739 3.957 0.014  -0.027
13 C -3.712 2.930 -0.814  -0.067
14 C -4.474 1.687 -1.611  -0.193
15 C -3.935 0.192 -1.152  -0.243
16 C -5.210 -0.882 -1.031  -0.538
17 Cl -4.944 -2.396 -2.131  0.392
18 C -2.061 3.164 -0.844  -0.101
19 N -1.242 2.201 -1.655  0.090
20 H 3.777 -1.158 2.299  0.029
21 H 3.782 0.578 -2.095  0.103
22 H 3.379 -1.229 -2.451  0.072
23 H 0.908 -0.132 -0.889  0.120
24 H 1.067 -0.649 -2.769  0.119
25 H 2.342 2.181 -2.424  0.103
26 H 0.964 1.670 -3.604  0.116
27 H 2.016 3.889 -0.729  0.115
28 H -2.016 6.333 1.400  0.091
29 H -4.780 6.027 1.400  0.091
30 H -5.913 3.811 0.026  0.092
31 H -4.461 1.829 -2.796  0.127
32 H -5.633 1.706 -1.324  0.101
33 H -3.262 -0.237 -2.027  0.095
34 H -3.397 0.237 -0.114  0.113
35 H -5.400 -1.212 0.099  0.079
36 H -6.229 -0.405 -1.390  0.076
37 C -6.845 0.942 3.934  -0.026
38 C -5.670 0.253 3.294  -0.485
39 C -4.901 -0.731 4.134  -0.024
40 O -5.350 0.485 2.129  0.036
41 H -7.304 1.624 3.210  0.083
42 H -7.589 0.202 4.238  0.086
43 H -6.511 1.522 4.797  0.087
44 H -5.558 -1.546 4.447  0.086
45 H -4.480 -0.225 5.006  0.087
46 H -4.080 -1.150 3.542  0.086
47 C 5.601 -2.275 -5.264  -0.021
48 C 4.294 -2.863 -4.804  -0.470
49 C 3.540 -3.726 -5.780  -0.023
50 O 3.858 -2.646 -3.674  0.028
51 H 6.033 -1.675 -4.456  0.087
52 H 6.300 -3.077 -5.516  0.087
53 H 5.434 -1.629 -6.129  0.087
54 H 4.147 -4.592 -6.056  0.087
55 H 3.281 -3.144 -6.668  0.087
56 H 2.616 -4.081 -5.312  0.087
57 C 5.097 -3.175 5.659  -0.024
58 C 5.707 -2.810 4.332  -0.470
59 C 7.093 -3.322 4.042  -0.022
60 O 5.097 -2.121 3.517  0.014
61 H 4.095 -2.737 5.730  0.086
62 H 5.010 -4.261 5.742  0.087
63 H 5.710 -2.779 6.472  0.086
64 H 7.095 -4.415 4.053  0.087
65 H 7.795 -2.932 4.783  0.086
66 H 7.405 -2.981 3.049  0.088